Here is 4 unconnected molecules or ions with the total composition CH9N3O2 from the Open Molecules 2025 dataset. Energies are from ωB97M-V/def2-TZVPD.

The value obtained for the HOMO-LUMO gap is 0.14240 hartree. For the HOMO energy, the calculation gives -9.1 eV. The total energy comes out at -9740.1504 eV. For the LUMO energy, the calculation gives -5.21 eV.

Last column: natural (NBO) charge in e.
Cartesian coordinates (Å):
N (0.473, 0.066, -0.077)  -0.508
C (0.683, 0.434, -1.356)  0.211
N (0.035, 1.339, -2.014)  -0.420
N (2.290, -1.729, -0.057)  -0.725
H (1.666, 0.132, -1.730)  0.204
H (0.919, -0.856, 0.228)  0.406
H (2.546, -2.701, -0.241)  0.340
H (-0.728, 1.620, -1.393)  0.389
H (2.675, -1.480, 0.860)  0.335
H (-2.936, 1.391, 0.095)  0.460
H (-0.496, 0.045, 0.270)  0.454
O (-2.084, 1.032, -0.144)  -1.051
H (-1.627, 0.653, 1.095)  0.464
H (-2.106, -0.020, 2.495)  0.466
O (-1.308, 0.075, 1.968)  -1.026

***

Here is a gas-phase ion, CH9N3PS (charge +1) from the Open Molecules 2025 dataset. Energies are from ωB97M-V/def2-TZVPD.

The charge is +1. The SMILES is NP(N)SC[NH3+]. The value obtained for the HOMO-LUMO gap is 0.31613 hartree. For the HOMO energy, the calculation gives -12.2 eV. The total energy comes out at -25770.9527 eV. For the LUMO energy, the calculation gives -3.64 eV.

Last column: natural (NBO) charge in e.
Cartesian coordinates (Å):
N (2.775, 0.772, -0.911)  -1.176
P (1.880, 0.370, 0.416)  1.214
N (2.348, -1.258, 0.640)  -1.226
S (-0.126, 0.038, -0.710)  -0.253
C (-1.231, -0.581, 0.591)  -0.360
N (-2.654, -0.497, 0.017)  -0.691
H (2.873, -0.022, -1.579)  0.421
H (2.690, 1.739, -1.188)  0.421
H (3.327, -1.455, 0.804)  0.421
H (1.788, -2.060, 0.446)  0.411
H (-1.038, -1.543, 0.922)  0.221
H (-1.072, 0.170, 1.352)  0.243
H (-2.415, 0.269, -0.626)  0.456
H (-2.756, -1.371, -0.525)  0.453
H (-3.393, -0.232, 0.605)  0.444

***

Here is a gas-phase ion, CH9N3PS (charge +1) from the Open Molecules 2025 dataset. Energies are from ωB97M-V/def2-TZVPD.

The charge is +1. The value obtained for the HOMO-LUMO gap is 0.40836 hartree. For the HOMO energy, the calculation gives -14.0 eV. The total energy comes out at -25773.4368 eV. For the LUMO energy, the calculation gives -2.93 eV.

Last column: natural (NBO) charge in e.
Cartesian coordinates (Å):
C (-2.277, -0.361, 0.151)  -0.725
N (0.641, -0.597, -1.274)  -1.182
N (1.138, -0.348, 1.223)  -1.166
N (1.471, 1.857, -0.107)  -1.186
P (0.546, 0.509, -0.050)  1.882
S (-1.392, 1.228, 0.005)  0.016
H (-3.325, -0.129, -0.016)  0.265
H (-2.154, -0.766, 1.150)  0.236
H (-1.932, -1.058, -0.605)  0.244
H (0.291, -0.329, -2.183)  0.434
H (1.471, -1.172, -1.329)  0.431
H (1.207, 0.139, 2.106)  0.436
H (0.835, -1.307, 1.326)  0.432
H (1.123, 2.727, -0.476)  0.443
H (2.468, 1.804, 0.027)  0.442

***

Here is a gas-phase ion, CH9N5O (charge +2) from the Open Molecules 2025 dataset. Energies are from ωB97M-V/def2-TZVPD.

The charge is +2. The SMILES is N/C(=N/[NH3+])N([NH3+])O. The value obtained for the HOMO-LUMO gap is 0.38169 hartree. For the HOMO energy, the calculation gives -18.6 eV. The total energy comes out at -10658.7458 eV. For the LUMO energy, the calculation gives -8.18 eV.

Last column: natural (NBO) charge in e.
Cartesian coordinates (Å):
N (-0.267, -1.916, -0.096)  -0.739
C (0.216, -0.704, -0.125)  0.577
N (1.486, -0.581, 0.103)  -0.377
N (2.352, 0.520, 0.093)  -0.521
N (-0.862, 0.328, -0.471)  0.018
N (-2.202, 0.229, 0.351)  -0.616
O (-0.284, 1.592, -0.213)  -0.566
H (0.490, -2.549, -0.197)  0.447
H (-1.110, -2.215, -0.428)  0.420
H (2.941, 0.447, 1.084)  0.487
H (3.103, 0.287, -0.553)  0.454
H (2.076, 1.459, -0.140)  0.441
H (-2.280, -0.304, 1.320)  0.488
H (-2.961, -0.017, -0.347)  0.481
H (-2.346, 1.247, 0.618)  0.477
H (-0.352, 2.177, -1.000)  0.528

***

Here is 3 unconnected molecules or ions with the total composition CH9NO2 from the Open Molecules 2025 dataset. Energies are from ωB97M-V/def2-TZVPD.

The SMILES is CN.O.O. The value obtained for the HOMO-LUMO gap is 0.37146 hartree. For the HOMO energy, the calculation gives -9.3 eV. The total energy comes out at -6767.4574 eV. For the LUMO energy, the calculation gives 0.82 eV.

Last column: natural (NBO) charge in e.
Cartesian coordinates (Å):
C (-2.726, -0.080, -0.529)  -0.418
N (-1.390, -0.050, -1.084)  -0.837
H (-3.121, 0.767, 0.026)  0.167
H (-2.831, -0.984, 0.071)  0.184
H (-3.383, -0.256, -1.378)  0.189
H (-0.679, 0.274, -0.419)  0.362
H (-1.292, 0.733, -1.723)  0.344
O (3.722, -0.426, 1.076)  -0.992
H (4.645, -0.476, 0.837)  0.493
H (3.345, 0.386, 1.419)  0.502
O (1.187, 0.492, 0.520)  -0.948
H (1.852, -0.163, 0.230)  0.489
H (0.673, -0.217, 0.954)  0.464

***

Here is 4 unconnected molecules or ions with the total composition CH9NO3 from the Open Molecules 2025 dataset. Energies are from ωB97M-V/def2-TZVPD.

The expectation value of S² is 0.75. The multiplicity is 2. The charge is -1. The value obtained for the HOMO-LUMO gap (spin up / spin down) is 0.11633 / 0.26568 hartree. For the HOMO energy (spin up / spin down), the calculation gives 0.6 / -3.4 eV. The total energy comes out at -8813.6432 eV. For the LUMO energy (spin up / spin down), the calculation gives 3.80 / 3.79 eV.

Last column: Löwdin spin population.
Cartesian coordinates (Å):
C (-1.843, -0.820, 1.808)  0.472
N (-0.924, -0.532, 0.847)  0.371
H (-2.782, -0.288, 1.785)  0.058
H (-1.644, -1.591, 2.558)  0.059
H (-0.078, -1.075, 0.864)  0.011
H (1.980, 0.682, 0.915)  0.001
H (2.229, -0.431, -0.179)  0.001
O (1.891, -0.248, 0.698)  0.007
H (-1.152, -0.158, -0.803)  0.006
H (-1.487, 0.933, -1.969)  0.001
O (-0.827, 0.327, -1.609)  0.011
H (2.126, 0.949, -2.186)  0.000
H (0.949, 0.816, -1.156)  0.000
O (1.564, 1.437, -1.575)  0.002

***

Here is 3 unconnected molecules or ions with the total composition CH9NO3 from the Open Molecules 2025 dataset. Energies are from ωB97M-V/def2-TZVPD.

The SMILES is NCO.O.O. The value obtained for the HOMO-LUMO gap is 0.39601 hartree. For the HOMO energy, the calculation gives -10.0 eV. The total energy comes out at -8815.5530 eV. For the LUMO energy, the calculation gives 0.82 eV.

Last column: natural (NBO) charge in e.
Cartesian coordinates (Å):
N (-0.966, 0.385, 0.798)  -0.870
C (-1.493, -0.260, -0.421)  0.097
O (-0.568, -1.179, -0.937)  -0.740
H (-1.632, 1.028, 1.196)  0.370
H (-0.897, -0.344, 1.488)  0.370
H (-1.730, 0.545, -1.130)  0.143
H (-2.420, -0.807, -0.200)  0.141
H (0.229, -1.167, -0.380)  0.502
O (1.788, -0.959, 0.776)  -0.986
H (1.884, -0.089, 0.333)  0.502
H (2.707, -1.211, 0.919)  0.476
O (1.348, 1.368, -0.593)  -0.982
H (0.463, 1.056, -0.332)  0.496
H (1.287, 1.634, -1.517)  0.479

***

Here is 3 unconnected molecules or ions with the total composition CH9NO3 from the Open Molecules 2025 dataset. Energies are from ωB97M-V/def2-TZVPD.

The SMILES is NCO.O.O. The value obtained for the HOMO-LUMO gap is 0.39858 hartree. For the HOMO energy, the calculation gives -10.1 eV. The total energy comes out at -8815.1017 eV. For the LUMO energy, the calculation gives 0.76 eV.

Last column: natural (NBO) charge in e.
Cartesian coordinates (Å):
N (1.374, -2.367, 0.021)  -0.859
C (0.669, -1.120, -0.016)  0.078
O (1.444, -0.113, -0.687)  -0.737
H (0.871, -3.134, -0.399)  0.371
H (1.597, -2.647, 0.966)  0.364
H (-0.258, -1.172, -0.582)  0.173
H (0.475, -0.734, 0.982)  0.143
H (2.364, -0.358, -0.543)  0.467
O (-1.018, 2.886, 3.361)  -0.938
H (-0.492, 2.737, 2.568)  0.471
H (-0.384, 2.974, 4.081)  0.468
O (-2.284, 0.859, -2.918)  -0.944
H (-2.811, 0.751, -3.712)  0.470
H (-1.547, 1.438, -3.121)  0.474

***

Here is 4 unconnected molecules or ions with the total composition CH9NO3 from the Open Molecules 2025 dataset. Energies are from ωB97M-V/def2-TZVPD.

The SMILES is C=N.O.O.O. The value obtained for the HOMO-LUMO gap is 0.38574 hartree. For the HOMO energy, the calculation gives -10.0 eV. The total energy comes out at -8813.9464 eV. For the LUMO energy, the calculation gives 0.50 eV.

Last column: natural (NBO) charge in e.
Cartesian coordinates (Å):
C (1.402, -0.897, -1.130)  -0.052
N (2.208, -0.021, -0.687)  -0.593
H (0.898, -1.550, -0.406)  0.164
H (1.391, -1.234, -2.174)  0.139
H (3.015, 0.055, -1.309)  0.342
O (3.466, -0.303, 3.880)  -0.923
H (3.564, -0.083, 4.823)  0.460
H (2.568, 0.021, 3.779)  0.463
O (-1.787, 1.574, -1.051)  -0.935
H (-1.441, 1.389, -1.910)  0.474
H (-1.800, 0.735, -0.590)  0.463
O (-4.612, 0.234, -1.416)  -0.942
H (-4.894, -0.577, -0.970)  0.465
H (-3.978, 0.658, -0.838)  0.475

***

Here is 4 unconnected molecules or ions with the total composition CH9O3S from the Open Molecules 2025 dataset. Energies are from ωB97M-V/def2-TZVPD.

The expectation value of S² is 0.75. The multiplicity is 2. The value obtained for the HOMO-LUMO gap (spin up / spin down) is 0.38988 / 0.26323 hartree. For the HOMO energy (spin up / spin down), the calculation gives -10.1 / -9.7 eV. The total energy comes out at -18158.3913 eV. For the LUMO energy (spin up / spin down), the calculation gives 0.46 / -2.58 eV.

Last column: Löwdin spin population.
Cartesian coordinates (Å):
C (0.056, -1.565, -1.420)  0.073
S (0.005, 0.294, -1.723)  0.849
H (1.067, -1.908, -1.655)  0.008
H (-0.303, -1.579, -0.390)  0.000
H (-0.621, -1.808, -2.223)  0.027
H (-1.585, 0.632, 1.799)  0.000
H (-2.770, -0.072, 0.721)  0.000
O (-2.265, -0.003, 1.525)  0.000
H (-0.278, 2.138, 0.402)  0.000
H (-0.486, 0.712, 0.440)  0.004
O (-0.169, 1.456, 1.099)  0.016
H (2.356, -0.179, 0.219)  0.004
H (2.168, 1.245, 0.779)  0.001
O (2.826, 0.639, 0.427)  0.017

***

Here is a molecular structure, CHAgCl3F from the Open Molecules 2025 dataset. Energies are from ωB97M-V/def2-TZVPD.

The expectation value of S² is 0.76. The multiplicity is 2. The charge is +1. The value obtained for the HOMO-LUMO gap (spin up / spin down) is 0.37909 / 0.16253 hartree. For the HOMO energy (spin up / spin down), the calculation gives -15.7 / -14.6 eV. The total energy comes out at -45325.2772 eV. For the LUMO energy (spin up / spin down), the calculation gives -5.39 / -10.20 eV.

Last column: Löwdin spin population.
Cartesian coordinates (Å):
Ag (-10.057, 2.424, -24.181)  0.016
F (-9.036, 3.779, -22.808)  0.223
C (-7.384, 3.162, -20.431)  -0.010
Cl (-6.255, 1.950, -19.920)  0.209
Cl (-6.393, 4.346, -21.295)  0.523
Cl (-8.197, 3.928, -19.108)  0.038
H (-8.119, 2.800, -21.129)  0.000

***

Here is a molecular structure, CHAlF12O3P2 from the Open Molecules 2025 dataset. Energies are from ωB97M-V/def2-TZVPD.

The value obtained for the HOMO-LUMO gap is 0.13889 hartree. For the HOMO energy, the calculation gives -12.7 eV. The total energy comes out at -64983.8981 eV. For the LUMO energy, the calculation gives -8.92 eV.

Last column: natural (NBO) charge in e.
Cartesian coordinates (Å):
Al (0.570, -1.242, 0.549)  1.654
O (-1.360, -1.154, 4.879)  -0.618
C (-0.874, -1.094, 3.643)  0.932
O (0.360, -0.919, 3.390)  -0.324
O (-1.633, -1.221, 2.681)  -0.505
H (-2.225, -1.580, 4.732)  0.524
P (0.824, -1.260, -3.076)  2.588
F (0.612, -2.532, -2.061)  -0.589
F (2.158, -0.866, -2.231)  -0.578
F (1.709, -2.067, -4.133)  -0.560
F (0.966, 0.117, -3.930)  -0.559
F (-0.492, -1.711, -3.881)  -0.566
F (-0.150, -0.413, -2.067)  -0.560
P (-0.103, 2.309, 0.195)  2.594
F (-1.081, 1.065, -0.095)  -0.579
F (-1.285, 3.069, 0.919)  -0.562
F (0.373, 1.630, 1.652)  -0.603
F (0.960, 3.501, 0.524)  -0.566
F (1.093, 1.406, -0.462)  -0.571
F (-0.423, 2.962, -1.229)  -0.552